Entry from OMol25: the ion C22H33N2O2 with charge +1 (the ωB97M-V functional and the def2-TZVPD basis).

net charge	+1
gap between HOMO and LUMO	8.54	eV
energy relative to the best compared isomer or geometry (same formula, charge and spin)	0.000	eV
HOMO	-10.90	eV
SMILES	C[NH+](C)CCNC(=O)COc1ccc([C@]23C[C@H]4C[C@H](C[C@H](C4)C2)C3)cc1

Atoms and positions in Å:
O: -5.01 -0.24 -1.34
O: -1.91 1.01 -0.16
N: -7.09 -0.70 0.08
N: -4.33 0.71 0.60
C: -7.41 -2.13 0.05
C: -0.54 0.74 -0.16
C: 3.72 0.05 0.01
C: 4.05 -0.67 1.33
C: -5.61 0.95 1.24
C: -4.12 0.25 -0.63
C: 4.13 -0.85 -1.17
C: -8.27 0.10 -0.26
C: 6.05 1.00 0.02
C: 6.44 0.10 -1.16
C: 6.36 0.28 1.33
C: 1.33 -0.74 -0.03
C: 0.33 1.81 -0.18
C: -6.48 -0.30 1.37
C: 2.23 0.32 -0.05
C: 5.91 -1.91 0.23
C: 5.62 -1.18 -1.09
C: 4.56 1.33 -0.05
C: 5.54 -1.00 1.40
C: 1.70 1.60 -0.12
C: -2.70 0.33 -1.11
C: -0.03 -0.55 -0.08
H: -0.07 2.81 -0.23
H: 7.42 0.05 1.39
H: -3.50 1.10 1.04
H: 4.31 1.99 0.78
H: 5.88 -1.83 -1.93
H: 6.11 0.93 2.18
H: -9.07 -0.09 0.45
H: -5.85 -1.12 1.73
H: 3.91 -0.33 -2.10
H: 2.34 2.47 -0.14
H: 7.50 -0.13 -1.11
H: 6.97 -2.17 0.28
H: -6.51 -2.73 0.19
H: 6.24 0.62 -2.10
H: -8.14 -2.38 0.82
H: -2.33 -0.68 -1.31
H: 1.70 -1.76 0.04
H: -2.70 0.87 -2.07
H: 3.55 -1.78 -1.15
H: 5.34 -2.84 0.28
H: -8.03 1.16 -0.24
H: 4.36 1.86 -0.99
H: -5.41 1.33 2.24
H: -7.27 -0.13 2.10
H: -6.15 1.73 0.69
H: 5.75 -1.52 2.34
H: 3.47 -1.59 1.42
H: -7.84 -2.39 -0.92
H: -8.61 -0.15 -1.26
H: -6.29 -0.51 -0.66
H: -0.69 -1.41 -0.04
H: 3.77 -0.02 2.17
H: 6.63 1.93 -0.03

These are the natural (NBO) partial charges, in e, on atoms 1 to 6:
1. O -0.662
2. O -0.540
3. N -0.401
4. N -0.593
5. C -0.416
6. C 0.262

Entry from OMol25: the ion C6H5O7S with charge -1 in a non-equilibrium geometry (the ωB97M-V functional and the def2-TZVPD basis).

net charge	-1
gap between HOMO and LUMO	8.59	eV
energy relative to the best compared isomer or geometry (same formula, charge and spin)	0.149	eV
HOMO	-6.00	eV
SMILES	O=C1CCC(=O)[C@@](O)(S(=O)(=O)[O-])C1=O

Atoms and positions in Å:
S: -1.81 0.51 -0.81
O: -3.11 0.43 -0.19
O: -1.25 0.62 1.95
O: 0.66 2.25 0.84
O: -1.35 -1.93 1.08
O: -1.50 -0.50 -1.78
O: -1.42 1.82 -1.17
O: 1.07 -2.86 0.19
C: -0.68 0.24 0.76
C: 1.19 0.56 -0.76
C: 0.89 -1.69 0.20
C: 0.39 1.19 0.34
C: 1.90 -0.63 -0.16
C: -0.45 -1.20 0.69
H: -1.97 1.12 1.89
H: 2.57 -0.45 0.62
H: 2.63 -0.94 -1.01
H: 0.43 0.18 -1.51
H: 1.81 1.28 -1.15

These are the natural (NBO) partial charges, in e, on atoms 1 to 6:
1. S 2.415
2. O -0.986
3. O -0.682
4. O -0.553
5. O -0.461
6. O -0.988

Entry from OMol25: the molecule C5H9NO in a non-equilibrium geometry (the ωB97M-V functional and the def2-TZVPD basis).

net charge	0
gap between HOMO and LUMO	11.62	eV
energy relative to the best compared isomer or geometry (same formula, charge and spin)	0.954	eV
HOMO	-10.88	eV
SMILES	CC[C@@H](O)CC#N

Atoms and positions in Å:
O: -0.87 1.55 -0.36
N: 2.92 -1.11 -1.50
C: -1.35 -0.79 1.40
C: -0.17 0.33 -0.56
C: -0.02 -0.47 0.73
C: 2.14 -0.27 -1.35
C: 1.16 0.80 -1.15
H: -1.88 0.13 1.71
H: 1.59 1.55 -0.48
H: -2.02 -1.35 0.73
H: -1.21 -1.39 2.30
H: -1.72 1.35 0.05
H: 0.97 1.29 -2.11
H: 0.62 0.08 1.43
H: 0.50 -1.41 0.49
H: -0.69 -0.29 -1.30

These are the natural (NBO) partial charges, in e, on atoms 1 to 6:
1. O -0.719
2. N -0.327
3. C -0.614
4. C 0.120
5. C -0.431
6. C 0.287

Entry from OMol25: the molecule C15H22N4S2 (the ωB97M-V functional and the def2-TZVPD basis).

net charge	0
gap between HOMO and LUMO	8.81	eV
HOMO	-8.20	eV
SMILES	Cc1ccc(NC(=S)NNC(=S)NC2CCCCC2)cc1

Atoms and positions in Å:
S: -2.72 -0.47 -1.30
S: 2.01 -0.31 0.32
N: 0.26 -1.39 2.07
N: -0.98 0.35 -3.13
N: -0.14 -0.96 -1.44
N: -0.29 -1.45 -0.14
C: 0.77 -1.22 5.69
C: -1.03 3.36 -3.50
C: 2.88 -0.89 4.64
C: -1.21 -0.31 -1.99
C: 0.18 -1.35 4.45
C: -2.00 1.06 -3.87
C: 0.61 -1.06 0.81
C: -0.71 3.47 -4.98
C: 2.13 -0.98 5.81
C: -0.42 2.09 -5.57
C: 0.94 -1.24 3.28
C: 2.77 -0.80 7.15
C: -2.24 2.46 -3.28
C: 2.31 -1.02 3.40
C: -1.61 1.15 -5.34
H: 0.81 -0.58 -1.54
H: -1.30 -1.51 0.07
H: 3.77 -1.22 7.16
H: 0.16 -1.31 6.58
H: -2.46 2.36 -2.22
H: -1.38 0.15 -5.72
H: -0.03 0.45 -3.44
H: -1.25 4.35 -3.09
H: -2.93 0.47 -3.77
H: -2.47 1.53 -5.90
H: -3.12 2.89 -3.77
H: 3.95 -0.71 4.71
H: -0.69 -1.73 2.17
H: 2.92 -0.94 2.52
H: -0.17 2.96 -2.95
H: 2.84 0.26 7.39
H: 2.18 -1.28 7.93
H: -1.55 3.91 -5.51
H: 0.48 1.68 -5.10
H: -0.23 2.17 -6.64
H: 0.16 4.12 -5.13
H: -0.89 -1.54 4.37

These are the natural (NBO) partial charges, in e, on atoms 1 to 6:
1. S -0.296
2. S -0.265
3. N -0.584
4. N -0.591
5. N -0.450
6. N -0.444

Entry from OMol25: a structure of composition C31H34AsN3O6S3W (the ωB97M-V functional and the def2-TZVPD basis).

net charge	-2
gap between HOMO and LUMO	6.38	eV
energy relative to the best compared isomer or geometry (same formula, charge and spin)	0.000	eV
HOMO	-2.04	eV

Atoms and positions in Å:
W: -0.21 -0.37 0.33
As: 1.48 0.81 3.19
S: -1.51 -2.11 1.89
S: 0.22 -2.58 -0.71
S: -1.45 2.21 1.92
O: 2.38 1.88 2.12
O: 2.51 0.18 4.28
O: -0.23 1.99 1.11
O: -2.26 3.32 1.48
O: 0.62 -0.29 2.25
O: -2.14 0.94 2.10
N: 1.16 0.21 -0.64
N: -3.22 -7.26 -2.73
N: -5.50 -6.63 0.62
C: -2.52 -0.05 -2.01
C: 1.41 1.85 -3.60
C: 3.65 2.84 -1.27
C: 3.61 0.20 -0.40
C: -3.40 1.21 -2.02
C: 1.42 2.69 -2.32
C: -1.22 3.86 5.58
C: 0.62 2.31 5.41
C: -2.97 -6.42 -1.98
C: -3.43 -5.16 0.11
C: 0.26 2.01 4.10
C: -1.56 -0.02 -3.18
C: -3.08 -4.15 0.99
C: -0.85 2.64 3.54
C: -1.58 3.56 4.28
C: -0.12 3.22 6.15
C: 3.41 -2.09 -1.38
C: -2.65 -5.38 -1.05
C: -4.57 -5.98 0.39
C: -1.98 -3.32 0.76
C: 3.20 -1.84 1.16
C: -1.55 -4.56 -1.28
C: 2.40 0.81 -0.82
C: -3.43 -1.29 -2.15
C: -1.20 -3.54 -0.40
C: 4.77 0.98 -0.33
C: -1.83 -0.17 -0.67
C: 0.02 2.93 -1.74
C: 4.79 2.31 -0.70
C: 2.47 2.11 -1.39
C: 3.80 -1.29 -0.13
H: 5.69 2.90 -0.59
H: 4.88 -1.40 -0.03
H: -3.68 -3.99 1.87
H: -4.12 -1.36 -1.30
H: -0.60 3.41 -2.50
H: 3.49 -1.24 2.02
H: -2.79 2.11 -1.87
H: 2.39 1.88 -4.07
H: 4.07 -1.83 -2.21
H: -0.84 -0.84 -3.11
H: -0.46 2.01 -1.43
H: -0.95 -4.72 -2.17
H: 3.48 -3.16 -1.19
H: 0.17 3.45 7.17
H: 0.67 2.22 -4.31
H: -2.43 4.04 3.81
H: 5.67 0.51 0.05
H: -2.60 -0.22 0.12
H: 2.12 -1.91 1.14
H: 0.06 3.57 -0.87
H: -2.84 -2.20 -2.17
H: -3.93 1.29 -2.97
H: 1.19 0.81 -3.37
H: 3.58 -2.86 1.31
H: -4.01 -1.22 -3.07
H: -1.79 4.58 6.15
H: 2.38 -1.88 -1.69
H: 1.80 3.68 -2.60
H: 3.67 3.85 -1.67
H: 1.48 1.81 5.83
H: -2.10 -0.11 -4.13
H: -4.13 1.17 -1.21
H: -1.01 0.92 -3.20
H: 1.77 2.18 1.43

These are the Löwdin partial charges, in e, on atoms 1 to 6:
1. W 1.306
2. As 0.898
3. S 0.638
4. S 0.667
5. S 0.462
6. O -0.232

Entry from OMol25: the molecule C2H2N4O2 in a non-equilibrium geometry (the ωB97M-V functional and the def2-TZVPD basis).

net charge	0
gap between HOMO and LUMO	9.11	eV
energy relative to the best compared isomer or geometry (same formula, charge and spin)	5.042	eV
HOMO	-10.49	eV
SMILES	[H]/N=c1/nnc(=O)o[nH]1

Atoms and positions in Å:
O: -1.26 2.06 1.55
O: 0.56 1.08 0.84
N: -1.64 0.70 -0.32
N: -1.24 -0.26 -0.98
N: 1.00 0.26 -0.29
N: 0.31 -1.95 -0.69
C: -0.77 1.32 0.75
C: 0.05 -0.73 -0.58
H: 1.25 -2.18 -0.42
H: 1.74 -0.30 0.13

These are the natural (NBO) partial charges, in e, on atoms 1 to 6:
1. O -0.488
2. O -0.338
3. N -0.129
4. N -0.069
5. N -0.328
6. N -0.563

Entry from OMol25: the molecule C8H12 in a non-equilibrium geometry (the ωB97M-V functional and the def2-TZVPD basis).

net charge	0
gap between HOMO and LUMO	9.25	eV
energy relative to the best compared isomer or geometry (same formula, charge and spin)	3.023	eV
HOMO	-8.30	eV
SMILES	C=C[C@H]1C(=C)C1(C)C

Atoms and positions in Å:
C: 0.93 -0.53 1.61
C: 2.25 -0.60 1.82
C: -0.02 0.00 -2.13
C: -2.44 -0.70 0.28
C: -0.21 0.30 -0.70
C: 0.20 -1.00 0.41
C: -0.17 1.72 -0.14
C: -1.17 -0.54 0.05
H: 0.92 2.05 0.02
H: 0.52 0.86 -2.63
H: -1.10 -0.12 -2.63
H: -0.64 1.55 0.82
H: 0.59 -0.77 -2.50
H: -0.56 2.49 -0.84
H: 3.08 -0.94 1.12
H: 0.73 -1.77 -0.09
H: -3.22 -0.20 -0.17
H: 0.46 0.04 2.37
H: 2.67 -0.19 2.72
H: -2.83 -1.65 0.60

These are the natural (NBO) partial charges, in e, on atoms 1 to 6:
1. C -0.193
2. C -0.401
3. C -0.622
4. C -0.404
5. C -0.039
6. C -0.292

Entry from OMol25: a cluster of 8 separate species, C19H54O13 in total in a non-equilibrium geometry (the ωB97M-V functional and the def2-TZVPD basis).

net charge	0
gap between HOMO and LUMO	10.15	eV
energy relative to the best compared isomer or geometry (same formula, charge and spin)	0.291	eV
HOMO	-9.79	eV
SMILES	CC(C)O.CC(C)O.CC(C)O.OCCO.OCCO.OCCO.OCCO.OCCO

Atoms and positions in Å:
O: 16.94 12.28 9.42
O: 17.99 7.76 8.24
O: 12.92 9.46 6.28
O: 15.10 14.82 5.52
O: 13.24 9.24 9.37
O: 6.84 10.45 10.85
O: 10.92 11.12 7.45
O: 16.20 8.69 12.12
O: 12.79 12.35 9.23
O: 16.45 8.09 5.80
O: 18.68 7.46 12.97
O: 13.21 6.88 11.54
O: 16.11 13.33 11.84
C: 13.84 10.33 10.09
C: 16.96 8.74 8.08
C: 10.95 7.73 11.70
C: 15.90 14.04 10.60
C: 18.29 7.56 11.64
C: 12.09 6.41 13.54
C: 12.28 7.44 12.44
C: 12.93 11.48 10.30
C: 13.77 14.34 5.67
C: 11.53 9.44 5.90
C: 13.70 12.83 5.89
C: 16.83 9.16 6.66
C: 13.06 15.11 6.73
C: 10.59 9.82 7.01
C: 8.54 11.21 12.39
C: 16.80 7.50 11.46
C: 16.95 13.67 9.60
C: 8.65 11.68 9.90
C: 7.72 11.51 11.17
H: 16.76 14.28 8.70
H: 9.14 12.65 9.77
H: 11.50 6.79 14.38
H: 14.25 12.46 6.75
H: 13.16 16.17 6.54
H: 9.38 10.85 9.87
H: 7.12 12.41 11.35
H: 14.14 12.40 4.98
H: 16.01 15.12 10.82
H: 18.69 8.44 11.13
H: 7.93 11.17 13.28
H: 9.19 10.35 12.29
H: 15.96 9.82 6.62
H: 15.93 8.44 13.02
H: 13.36 8.78 5.77
H: 16.47 7.49 10.44
H: 16.38 6.66 11.99
H: 11.38 10.17 5.11
H: 13.28 14.54 4.70
H: 14.93 13.87 10.15
H: 17.26 7.59 5.58
H: 13.10 6.19 13.86
H: 11.22 8.45 5.54
H: 9.22 12.06 12.54
H: 13.38 14.80 7.72
H: 17.90 13.94 10.06
H: 11.65 5.50 13.11
H: 12.00 14.91 6.63
H: 11.93 11.10 10.55
H: 12.65 8.37 12.91
H: 10.19 11.74 7.50
H: 15.67 12.46 11.77
H: 17.60 12.13 8.75
H: 8.08 11.51 8.98
H: 13.33 9.42 8.40
H: 16.02 8.26 8.38
H: 10.12 7.93 12.41
H: 17.13 9.59 8.73
H: 17.69 9.69 6.22
H: 9.55 9.81 6.66
H: 12.34 11.85 8.56
H: 12.64 12.54 5.97
H: 17.67 6.97 7.77
H: 14.74 10.65 9.54
H: 13.29 12.04 11.17
H: 13.16 7.32 10.69
H: 18.34 8.21 13.45
H: 15.49 14.85 6.41
H: 6.19 10.36 11.54
H: 14.25 9.97 11.03
H: 11.10 8.52 10.95
H: 10.69 9.09 7.85
H: 18.76 6.68 11.16
H: 10.68 6.87 11.10

These are the Löwdin partial charges, in e, on atoms 1 to 6:
1. O -0.063
2. O -0.072
3. O -0.070
4. O -0.049
5. O -0.088
6. O -0.048

Entry from OMol25: a structure of composition C27H30IrN3O4S5Se4 (the ωB97M-V functional and the def2-TZVPD basis).

multiplicity	6
net charge	-1
gap between HOMO and LUMO (spin up / spin down)	6.09 / 5.99	eV
energy relative to the best compared isomer or geometry (same formula, charge and spin)	0.000	eV
HOMO (spin up / spin down)	-4.24 / -4.90	eV

Atoms and positions in Å:
Ir: 1.99 0.60 0.18
Se: -0.77 4.36 0.54
Se: 0.46 5.41 1.97
Se: 4.48 0.44 0.89
Se: 4.96 2.28 2.01
S: 2.08 2.30 -1.54
S: 4.26 0.49 -3.67
S: 4.48 3.93 -1.05
S: 6.26 2.46 -2.72
S: 7.28 4.91 -1.38
O: 0.81 -1.02 0.82
O: 1.56 1.96 1.54
O: 1.57 3.02 3.46
O: -1.06 -1.97 1.47
N: 2.44 -0.72 -1.21
N: 2.67 -2.57 -2.81
N: -2.81 0.10 1.98
C: -5.32 1.98 4.74
C: -2.42 0.54 0.73
C: 1.33 2.01 2.83
C: 3.45 -3.77 -2.52
C: 4.62 1.86 -2.63
C: -5.31 0.59 4.65
C: -3.67 0.73 2.88
C: 1.25 -3.69 -4.45
C: -4.49 -0.05 3.71
C: 3.78 2.54 -1.84
C: 2.55 -1.60 -1.95
C: -6.19 -0.23 5.56
C: 3.15 1.28 -4.86
C: 6.07 3.83 -1.69
C: -3.68 2.12 3.00
C: 2.09 -2.46 -4.15
C: -2.76 1.88 -1.25
C: -1.29 -0.04 0.13
C: -4.47 -1.55 3.61
C: 0.66 0.82 3.46
C: -1.66 1.30 -1.86
C: -3.14 1.50 0.02
C: 2.07 -4.96 -4.24
C: -0.48 -1.08 0.86
C: 2.62 -5.01 -2.81
C: -0.94 0.34 -1.16
C: -4.51 2.74 3.91
H: -4.50 3.82 4.00
H: 2.24 1.60 -4.36
H: -0.12 -0.17 -1.65
H: 1.46 -5.84 -4.43
H: 1.50 -1.55 -4.19
H: -6.94 -0.79 4.99
H: -2.40 -0.79 2.24
H: -5.48 -1.96 3.73
H: -3.34 2.63 -1.78
H: -5.97 2.46 5.46
H: -3.85 -1.99 4.39
H: 1.79 -5.04 -2.10
H: 0.70 0.91 4.54
H: 4.35 -3.76 -3.15
H: 2.91 -2.37 -4.88
H: 0.89 -3.63 -5.48
H: 1.12 -0.11 3.14
H: -4.09 -1.89 2.65
H: 3.23 -5.90 -2.65
H: 2.93 0.54 -5.62
H: 3.64 2.14 -5.31
H: 2.90 -4.99 -4.95
H: -1.35 1.59 -2.86
H: 3.77 -3.73 -1.48
H: -5.61 -0.95 6.14
H: -3.01 2.71 2.39
H: -0.39 0.79 3.15
H: 0.38 -3.70 -3.79
H: -4.03 1.93 0.46
H: -6.72 0.42 6.26

These are the Löwdin partial charges, in e, on atoms 1 to 6:
1. Ir 0.940
2. Se 0.041
3. Se 0.140
4. Se 0.014
5. Se 0.046
6. S 0.518

Entry from OMol25: a cluster of 8 separate species, C8H32O8 in total (the ωB97M-V functional and the def2-TZVPD basis).

net charge	0
gap between HOMO and LUMO	10.32	eV
energy relative to the best compared isomer or geometry (same formula, charge and spin)	3.521	eV
HOMO	-9.95	eV
SMILES	CO.CO.CO.CO.CO.CO.CO.CO

Atoms and positions in Å:
O: -25.31 19.35 -16.68
O: -28.79 17.95 -14.26
O: -27.33 18.85 -9.39
O: -22.31 19.10 -12.11
O: -30.42 22.22 -15.49
O: -26.55 14.57 -12.42
O: -22.67 21.91 -11.07
O: -27.07 18.82 -12.29
C: -29.01 22.22 -15.46
C: -28.70 18.55 -9.21
C: -23.87 22.62 -10.88
C: -23.66 18.73 -11.85
C: -25.69 20.70 -16.81
C: -29.15 16.62 -13.88
C: -27.02 20.22 -12.34
C: -25.71 15.71 -12.46
H: -26.06 16.40 -11.69
H: -27.83 20.68 -11.76
H: -23.94 19.00 -10.83
H: -28.63 15.94 -14.55
H: -25.71 16.24 -13.42
H: -28.71 21.91 -14.46
H: -24.33 19.24 -12.55
H: -27.62 18.51 -13.03
H: -21.78 18.30 -12.02
H: -24.91 21.31 -17.28
H: -28.56 21.49 -16.12
H: -23.76 23.24 -9.99
H: -28.84 16.40 -12.86
H: -26.08 20.62 -11.94
H: -24.13 23.26 -11.73
H: -24.75 19.26 -15.90
H: -29.03 17.74 -9.86
H: -26.20 13.91 -13.02
H: -30.23 16.46 -13.98
H: -24.66 15.49 -12.20
H: -27.16 18.85 -10.34
H: -23.82 17.66 -12.00
H: -30.70 22.49 -16.37
H: -28.59 23.22 -15.62
H: -25.99 21.13 -15.85
H: -24.73 21.95 -10.69
H: -26.53 20.77 -17.51
H: -29.34 19.43 -9.36
H: -29.54 18.53 -14.09
H: -27.10 20.59 -13.37
H: -28.83 18.21 -8.18
H: -22.77 21.33 -11.83

These are the natural (NBO) partial charges, in e, on atoms 1 to 6:
1. O -0.717
2. O -0.742
3. O -0.742
4. O -0.738
5. O -0.718
6. O -0.723

Entry from OMol25: the ion C3H6N3O with charge +1 in a non-equilibrium geometry (the ωB97M-V functional and the def2-TZVPD basis).

net charge	+1
gap between HOMO and LUMO (spin up / spin down)	6.77 / 6.77	eV
energy relative to the best compared isomer or geometry (same formula, charge and spin)	3.963	eV
HOMO (spin up / spin down)	-11.95 / -11.95	eV

Atoms and positions in Å:
O: 1.74 -1.85 -0.86
N: -1.46 -0.45 0.11
N: -0.97 -0.75 -1.14
N: 0.32 0.85 0.83
C: 1.29 0.58 -0.29
C: -0.93 0.43 0.96
C: 1.41 -0.83 -0.51
H: 1.10 1.25 -1.23
H: -2.38 -0.78 0.39
H: 2.24 0.90 0.18
H: -1.22 -1.64 -1.65
H: 0.51 1.71 1.41
H: -1.66 0.57 1.80

These are the natural (NBO) partial charges, in e, on atoms 1 to 6:
1. O -0.250
2. N -0.289
3. N -0.743
4. N -0.587
5. C -0.392
6. C 0.231

no.,energy (Eh)
1,-1117.93282
2,-1156.54399
3,-325.90249
4,-1600.19737
5,-5315.00162
6,-446.78743
7,-311.87530
8,-1734.32079
9,-13213.19936
10,-925.76239
11,-357.01112